[1]
Formula: C18H55BIO23P7
Source: the Open Molecules 2025 dataset
Level of theory: ωB97M-V with the def2-TZVPD basis set

charge = 0
SMILES = CC[C@H](I)BPP(=O)(O)O.COP(=O)(OC)OC.COP(=O)(OC)OC.COP(=O)(OC)OC.COP(=O)(OC)OC.COP(=O)(OC)OC
M = 994.15 g/mol
F_max = 10.6 eV/Å
lowest unoccupied orbital energy = -2.83 eV

CARTESIAN COORDINATES (ANGSTROEM)
C -6.8899 -1.4780 3.3073
C -7.5535 -1.5155 1.8114
C -6.5385 -1.9497 0.6013
I -6.3904 -4.1344 0.3209
B -5.0273 -1.3077 0.6870
P -3.6732 -2.3855 1.5698
P -2.5889 -3.6128 0.0652
O -1.0257 -3.6223 0.4574
O -2.7811 -2.9988 -1.5645
O -3.0931 -5.3033 0.1664
H -5.9169 -2.1126 3.4441
H -6.7857 -0.3534 3.6685
H -7.6974 -1.9599 4.0424
H -8.4065 -2.3498 1.8457
H -8.1331 -0.4993 1.6135
H -7.0208 -1.5194 -0.4028
H -4.6888 -0.2667 0.2291
H -2.6995 -1.5262 2.2124
H -3.2016 -3.6875 -2.1712
H -3.6379 -5.4049 1.0249
C -4.6291 -1.8087 -5.6881
O -4.6146 -0.4239 -5.9686
P -3.7515 0.4891 -4.7794
O -5.0770 1.0290 -4.2357
O -3.1804 1.5102 -5.9404
C -3.9797 1.8184 -7.0740
O -2.8883 1.4022 -3.5902
C -1.7500 0.7270 -3.0965
H -5.1950 -2.3205 -6.4692
H -3.6048 -2.1952 -5.6783
H -5.1059 -1.9904 -4.7211
H -5.0443 1.8491 -6.8387
H -3.7861 1.0778 -7.8568
H -3.6788 2.8017 -7.4527
H -1.0555 0.5130 -3.9145
H -2.0528 -0.2043 -2.6134
H -1.2523 1.3649 -2.3601
C 1.6813 -4.2307 2.7500
O 2.1925 -3.9316 4.0329
P 0.9711 -3.9448 5.2580
O 1.0283 -2.4164 5.3277
O 2.0329 -4.5817 6.3459
C 3.4087 -4.2318 6.2876
O -0.2503 -3.9580 6.4832
C -1.2226 -4.9626 6.2809
H 2.4996 -4.1962 2.0278
H 1.2473 -5.2359 2.7496
H 0.9221 -3.4962 2.4684
H 3.5648 -3.2046 5.9556
H 3.9241 -4.9285 5.6186
H 3.8367 -4.3418 7.2904
H -0.7492 -5.9490 6.2780
H -1.7364 -4.7945 5.3320
H -1.9528 -4.9166 7.0943
C 5.9095 0.1746 -4.0997
O 4.7400 0.8770 -4.4678
P 3.4423 0.6468 -3.3471
O 2.7294 -0.2518 -4.3613
O 2.9501 2.2057 -3.5572
C 3.0998 2.8359 -4.8218
O 2.1446 0.4166 -2.2264
C 2.5816 0.3424 -0.8851
H 6.6807 0.3561 -4.8510
H 6.2662 0.5329 -3.1285
H 5.7024 -0.8977 -4.0487
H 2.9766 2.1400 -5.6526
H 4.0857 3.3098 -4.8677
H 2.3396 3.6203 -4.9098
H 3.0971 1.2662 -0.6060
H 3.2534 -0.5096 -0.7616
H 1.7110 0.2065 -0.2367
C 2.9409 8.2584 -8.3757
O 4.1383 7.7429 -7.8307
P 4.3133 6.0419 -8.0931
O 4.0108 5.7853 -6.6143
O 5.9398 6.2144 -8.2964
C 6.6477 7.2074 -7.5672
O 4.4883 4.3408 -8.3556
C 3.9987 3.9242 -9.6134
H 2.8910 9.3290 -8.1669
H 2.9316 8.1055 -9.4598
H 2.0786 7.7630 -7.9215
H 6.2324 7.3703 -6.5719
H 6.6390 8.1412 -8.1387
H 7.6887 6.8823 -7.4604
H 4.5374 4.4378 -10.4154
H 2.9309 4.1413 -9.6851
H 4.1503 2.8453 -9.7120
C 0.5832 -0.5138 8.0026
O 1.0944 -0.2147 9.2855
P -0.1270 -0.2279 10.5106
O -0.0698 1.3005 10.5803
O 0.9347 -0.8648 11.5985
C 2.3106 -0.5149 11.5402
O -1.3484 -0.2411 11.7358
C -2.3207 -1.2457 11.5335
H 1.4015 -0.4793 7.2804
H 0.1492 -1.5190 8.0021
H -0.1761 0.2207 7.7210
H 2.4667 0.5123 11.2082
H 2.8260 -1.2116 10.8711
H 2.7386 -0.6249 12.5430
H -1.8473 -2.2321 11.5306
H -2.8345 -1.0776 10.5846
H -3.0509 -1.1997 12.3469

=====

[2]
Formula: C18H56B2ClHfO18S6
Source: the Open Molecules 2025 dataset
Level of theory: ωB97M-V with the def2-TZVPD basis set

charge = +1
energy relative to the best compared isomer or geometry (same formula, charge and spin) = 16.66 kcal/mol
M = 988.60 g/mol
F_max = 2.6 eV/Å
lowest unoccupied orbital energy = -1.63 eV

CARTESIAN COORDINATES (ANGSTROEM)
Hf 1.0648 -0.3480 0.1787
B 1.3069 -2.7806 0.8686
H 1.2985 -2.6944 -0.2737
H 1.6863 -3.8153 1.2496
H 2.0171 -1.9339 1.1880
H 0.2794 -2.4850 1.2695
B 2.0385 1.5400 -1.2988
H 2.2821 1.4888 -0.1773
H 1.5883 2.5768 -1.5943
H 3.0708 1.2903 -1.7906
H 1.3343 0.6806 -1.5752
Cl 3.1921 0.1933 1.8479
O 0.3767 -0.8292 -4.3537
S -0.1889 -1.4635 -3.2060
O 0.3687 -1.2218 -1.9014
O -1.7436 -1.1324 -3.0801
C -2.5156 -1.2869 -4.2944
C -3.8680 -0.6692 -3.9870
C -0.1513 -3.2365 -3.4254
H -2.6412 -2.3433 -4.5333
H -2.0385 -0.7399 -5.1054
H -4.2671 -1.0981 -3.0662
H -4.5915 -0.8306 -4.7836
H -3.7360 0.4016 -3.8298
H -0.5082 -3.5236 -4.4100
H -0.8836 -3.5967 -2.6973
H 0.8291 -3.6289 -3.1736
O 2.8893 -1.1825 -1.0118
S 4.0910 -1.7579 -1.5479
O 4.0287 -2.4764 -2.7835
O 5.1482 -0.5613 -1.6813
C 6.2755 -0.7869 -2.5340
C 6.4572 0.3311 -3.5676
C 4.8853 -2.7004 -0.2706
H 6.3074 -1.7255 -3.0783
H 7.1420 -0.6490 -1.8801
H 6.6632 1.3223 -3.1719
H 5.4781 0.5161 -4.0335
H 7.0773 -0.0613 -4.3692
H 5.9192 -2.8122 -0.5892
H 4.4388 -3.6900 -0.1907
H 4.7495 -2.1417 0.6542
O 0.5542 1.8819 1.2001
S 0.0134 3.1152 1.6938
O -1.3577 3.4501 1.4712
O 0.3293 3.1459 3.2660
C -0.0327 4.3119 4.0733
C -1.5376 4.5815 4.1471
C 1.1055 4.3954 1.1013
H 0.4841 5.2016 3.7216
H 0.3752 3.9874 5.0285
H -2.1996 3.7535 3.9152
H -1.6824 5.2958 3.3318
H -1.8391 5.0799 5.0652
H 2.0886 4.0556 1.4293
H 0.7444 5.3632 1.4283
H 1.1698 4.3052 0.0169
O -1.2879 1.8036 -3.1890
S -1.4054 1.9423 -1.7675
O -0.8156 0.9480 -0.9084
O -0.8157 3.3714 -1.3583
C -0.7929 4.3815 -2.3748
C -2.1517 5.0304 -2.7095
C -3.1151 2.1341 -1.3355
H -0.4015 4.0249 -3.3227
H -0.1605 5.1900 -2.0096
H -2.8885 5.2008 -1.9247
H -2.6113 4.3079 -3.3901
H -1.9644 5.9837 -3.1985
H -3.6286 1.1760 -1.4322
H -3.6543 2.7775 -2.0272
H -3.1923 2.5169 -0.3200
O -2.6196 -3.0011 -0.8469
S -2.5074 -2.0307 0.2070
O -1.3321 -1.2054 0.2234
O -3.7643 -1.0616 0.2046
C -5.0469 -1.5404 -0.2444
C -5.8933 -1.9909 0.9368
C -2.6356 -2.8748 1.7836
H -4.9282 -2.2970 -1.0199
H -5.5891 -0.7259 -0.7277
H -6.9111 -2.2557 0.6692
H -5.8973 -1.1524 1.6383
H -5.3896 -2.7845 1.4871
H -1.6452 -3.2625 2.0195
H -3.3537 -3.6845 1.7329
H -2.8466 -2.0621 2.4764
O 0.0348 -0.3991 2.3499
S 0.0144 -0.8994 3.7083
O -1.2403 -1.3194 4.2491
O 1.0394 -2.1215 3.7846
C 0.7341 -3.2638 4.5971
C 1.8901 -4.2165 4.4656
C 0.9593 0.2057 4.7809
H -0.2159 -3.7027 4.2877
H 0.6059 -2.9249 5.6307
H 1.8956 -4.6739 3.4741
H 1.9282 -5.0258 5.1909
H 2.8332 -3.6679 4.5076
H 0.7806 1.2424 4.5094
H 1.9809 -0.0721 4.5344
H 0.6391 -0.0829 5.7784

=====

[3]
Formula: C18H56N10O10
Source: the Open Molecules 2025 dataset
Level of theory: ωB97M-V with the def2-TZVPD basis set

charge = 0
SMILES = NC(N)=O.NC(N)=O.NC(N)=O.NC(N)=O.NC(N)=O.CC(C)O.CC(C)O.CC(C)O.CC(C)O.CO
energy relative to the best compared isomer or geometry (same formula, charge and spin) = 270.13 kcal/mol
M = 572.71 g/mol
F_max = 13.2 eV/Å
lowest unoccupied orbital energy = -0.51 eV

CARTESIAN COORDINATES (ANGSTROEM)
N 21.3702 -11.4840 23.5348
C 20.6556 -12.5722 23.3271
N 19.7405 -12.7582 24.1881
O 20.8873 -13.4796 22.3468
H 22.2598 -11.3455 22.9654
H 21.2106 -10.7959 24.2928
H 18.9745 -13.3494 23.8227
H 19.6451 -12.4209 25.1655
N 24.5334 -11.5450 20.0585
C 24.4392 -10.6551 21.0023
N 25.4332 -9.7630 21.0499
O 23.4202 -10.6203 21.9583
H 24.0143 -12.4259 20.4052
H 25.4866 -11.7176 19.8164
H 24.8451 -9.0473 21.4852
H 26.0552 -9.4818 20.2705
N 27.5410 -15.2268 18.6298
C 27.7873 -16.1089 17.6842
N 26.7724 -16.9298 17.4288
O 29.0414 -16.2611 17.0988
H 28.2468 -14.6672 19.0783
H 26.6022 -14.9842 18.8174
H 27.0015 -17.7520 16.8255
H 25.8080 -16.6573 17.4691
N 21.0616 -16.1656 22.2404
C 21.7312 -16.9605 21.5063
N 21.9562 -16.4376 20.3608
O 22.1077 -18.2445 21.8767
H 20.6445 -16.5363 23.0950
H 20.7887 -15.1654 22.2132
H 22.4197 -17.0167 19.6856
H 21.6299 -15.5249 20.1573
N 27.4920 -11.5934 21.2349
C 27.8251 -12.0915 20.0075
N 27.1794 -11.6239 18.9724
O 28.6294 -13.1447 19.9226
H 28.0159 -12.0218 21.9617
H 26.7243 -10.9716 21.4665
H 27.5704 -12.0857 18.1737
H 27.0622 -10.5520 18.9113
C 24.3722 -13.8491 17.8319
C 23.6200 -15.1104 18.1067
C 22.1464 -15.1969 17.7881
O 24.2194 -16.0906 17.5926
H 25.4030 -13.9333 18.2003
H 23.7973 -13.1359 18.3372
H 24.3981 -13.5884 16.7750
H 23.6818 -15.2966 19.1433
H 21.6276 -16.1492 17.9641
H 21.9758 -15.0976 16.6897
H 21.5414 -14.4538 18.3059
H 23.5914 -16.7815 17.7718
C 21.9945 -8.8535 26.9276
C 22.5533 -8.7849 25.5025
C 23.5446 -9.9320 25.1993
O 21.8051 -8.7025 24.5209
H 21.4918 -7.9638 27.2665
H 22.7254 -9.2545 27.6487
H 21.2393 -9.5665 26.9825
H 23.2505 -7.9442 25.3811
H 24.0290 -9.8003 24.2346
H 23.0038 -10.9599 25.1630
H 24.3774 -10.0268 25.9089
H 22.2373 -8.6431 23.7129
C 19.3529 -13.5709 19.7890
C 19.8510 -12.3639 19.1008
C 21.2659 -11.8669 19.6099
O 20.0359 -12.5968 17.9099
H 20.1462 -14.3133 19.9791
H 18.4814 -14.0765 19.4364
H 19.1539 -13.3664 20.7999
H 19.1287 -11.4700 19.1557
H 22.0723 -12.4004 19.2996
H 21.2811 -11.7878 20.7496
H 21.3905 -10.8169 19.2713
H 20.0692 -11.7967 17.3524
C 25.5235 -14.5685 21.3311
C 24.1955 -14.3890 21.9667
C 24.2983 -13.4647 23.2110
O 23.3756 -13.8566 21.2558
H 25.9847 -15.5350 21.5918
H 26.1107 -13.6863 21.3303
H 25.4762 -14.6951 20.2547
H 23.8231 -15.3611 22.2217
H 24.9808 -13.9156 23.8262
H 23.4042 -13.2309 23.7229
H 24.7661 -12.4486 23.0093
H 22.6238 -14.3853 21.1558
C 22.0427 -15.2264 25.2737
O 20.6446 -15.2285 25.2807
H 22.2906 -16.2760 25.4892
H 22.3501 -14.5173 26.0030
H 22.4743 -15.0536 24.3257
H 20.2253 -14.4146 24.9141

=====

We obtain Kohn-Sham gap values of 6.16; 9.57; 7.73 eV for the records listed above, in that order.